ORCA calculation (wB97M-V/def2-TZVPD) on a single C8H7OPS2 molecule at a distorted geometry.

Element x y z (Å)
C -0.52655 1.18788 -0.25342
C -1.12034 -0.93469 0.65469
C 0.75978 0.75866 -0.36320
C 0.19129 -1.25165 0.69120
C -1.54495 0.34782 0.26084
C 1.21690 -0.44379 0.19814
C -2.92574 0.49993 0.37885
C 3.51833 0.09809 -0.35097
O 2.44841 -0.88671 0.12552
P -4.46368 -0.33486 0.60355
S -3.96191 1.83608 -0.07031
S -4.14452 -1.55106 -0.89928
H -0.63763 2.24638 -0.42268
H -1.84133 -1.71839 0.71379
H 1.29027 1.47279 -0.97880
H 0.41996 -2.08950 1.26935
H 4.47015 -0.47376 -0.59641
H 3.47093 0.86250 0.43723
H 3.38064 0.37428 -1.39811

The value obtained for the energy relative to the best compared isomer or geometry (same formula, charge and spin) is 0.0 kcal/mol. As for the orbital gap: 6.58 eV. The value obtained for the LUMO energy is -1.37 eV. The spin multiplicity is 1. For the total energy, the calculation gives -1521.92117 Eh.

ORCA calculation (wB97M-V/def2-TZVPD) on a single C8H8 molecule at a distorted geometry.

Element x y z (Å)
C -0.66548 2.40250 0.15057
C -0.36240 1.16900 0.11627
C -0.06245 -0.27183 -0.00203
C -1.41944 -0.75140 -0.17900
C -2.64412 -1.09638 0.02073
C 1.11426 -0.69204 1.11203
C 2.17887 -0.24152 -0.11088
C 1.08180 -0.31768 -1.07069
H -1.40131 3.35267 -0.00939
H -3.36271 -1.80186 -0.19169
H 1.12320 -0.20885 2.16052
H 0.89799 -1.73005 1.40186
H 2.40551 0.77853 0.16711
H 3.07791 -0.85918 -0.23620
H 0.96908 -1.27417 -1.58811
H 0.96409 0.53897 -1.92607

The value obtained for the energy relative to the best compared isomer or geometry (same formula, charge and spin) is 151.0 kcal/mol. As for the orbital gap: 10.16 eV. The value obtained for the LUMO energy is 0.83 eV. As for the SMILES: C#CC1(C#C)CCC1. The spin multiplicity is 1. For the total energy, the calculation gives -309.37320 Eh.

ORCA calculation (wB97M-V/def2-TZVPD) on a molecular structure, C8H8 at a distorted geometry.

Element x y z (Å)
C 2.33608 -0.74615 -0.43306
C 2.45544 0.45139 0.06771
C -1.75949 -1.16717 0.74564
C -0.97922 -1.04260 -0.49260
C 1.09349 -0.08270 -0.16240
C -0.27222 -1.51923 0.67923
C -0.19252 0.20262 -0.30109
C -0.62273 1.65642 -0.07814
H 2.84328 -1.41003 -1.01420
H 3.04072 1.19042 0.38856
H -1.93554 -0.21576 1.28970
H -2.43550 -1.93742 1.00591
H -1.26927 -1.46478 -1.54427
H -0.84771 1.89108 0.96603
H -1.55802 1.77897 -0.64019
H 0.10321 2.41494 -0.47682

The value obtained for the energy relative to the best compared isomer or geometry (same formula, charge and spin) is 186.3 kcal/mol. As for the orbital gap: 8.63 eV. The value obtained for the LUMO energy is 0.99 eV. The spin multiplicity is 1. For the total energy, the calculation gives -309.31691 Eh.